# 1
5 unconnected molecules or ions with the total composition C4H12O3S, computed with ωB97M-V with the def2-TZVPD basis set.

The geometry in XYZ format:
```
20
Properties=species:S:1:pos:R:3:nbo_charge:R:1
O 0.8556 -0.2016 -0.1397 -0.709
C -0.5491 -0.4026 -0.1159 -0.201
C -0.8099 -1.7808 -0.6012 0.313
C -1.1119 -2.8920 0.2979 -0.341
C -1.2066 -4.1869 -0.1032 -0.124
S 2.7036 3.8856 -1.4986 -0.413
H -1.1148 0.3408 -0.7648 0.258
H -0.6232 -1.9614 -1.6982 0.204
H -0.9924 -0.3786 0.9103 0.229
H 1.2951 2.2287 -1.7382 0.212
H -1.1599 -2.5157 1.3347 0.252
H -1.4021 -4.3702 -1.1653 0.224
H -1.5269 -4.8658 0.6995 0.233
H 3.3586 4.8281 -0.7381 0.171
H 0.4538 2.2068 1.1086 0.506
H 1.7864 2.7776 0.2014 0.455
O 1.5296 2.1495 0.9547 -1.026
H -1.3831 2.6061 1.5995 0.441
H 0.8626 0.6872 0.2424 0.536
O -0.9656 1.8453 1.2142 -1.222
```

Summary:
Relative energy (zero: lowest compared OMol25 entry of this formula, charge and spin): 10.299 eV
Net charge: 0
LUMO level: -3.97 eV
HOMO level: -7.769 eV
HOMO-LUMO gap: 0.1395 hartree

=====

# 2
A molecular structure, C5H8N2, computed with ωB97M-V with the def2-TZVPD basis set.

The geometry in XYZ format:
```
15
Properties=species:S:1:pos:R:3:nbo_charge:R:1
C 2.6572 -0.3779 0.1192 -0.711
C 0.5511 0.1612 0.2939 0.316
C -0.3524 -0.6436 -0.3892 -0.463
C -1.4979 0.1663 -0.2075 0.099
N -2.8264 -0.1719 -0.5209 -0.804
C -1.0748 1.3736 0.3823 -0.131
N 0.2768 1.3855 0.5985 -0.489
H 2.4705 -0.7560 1.1197 0.263
H 2.8001 -1.1931 -0.5913 0.237
H 3.4959 0.3225 0.1347 0.250
H -0.2676 -1.6647 -0.7294 0.235
H -3.4720 0.0617 0.2230 0.372
H -2.9332 -1.1494 -0.7584 0.369
H -1.6869 2.2109 0.6974 0.202
H 1.8597 0.2747 -0.3720 0.254
```

Summary:
Relative energy (zero: lowest compared OMol25 entry of this formula, charge and spin): 4.565 eV
Net charge: 0
LUMO level: 0.25 eV
HOMO level: -7.527 eV
HOMO-LUMO gap: 0.2859 hartree

=====

# 3
C26H24N2O2S in the gas phase, computed with ωB97M-V with the def2-TZVPD basis set.

The geometry in XYZ format:
```
55
Properties=species:S:1:pos:R:3:nbo_charge:R:1
C -2.6129 4.3657 9.0314 -0.602
C -2.1655 4.3033 7.6380 -0.412
C -0.6758 3.7392 7.3499 -0.078
C 0.2321 4.5667 7.8625 -0.522
S 1.4977 4.9545 6.5236 0.056
C 0.5788 3.5269 5.4743 0.411
N 0.7343 3.5387 4.1290 -0.612
C 0.1848 2.6689 3.1558 0.193
C 0.8605 2.6579 2.0002 -0.307
C 0.1477 1.6862 0.9735 -0.020
C -0.9063 0.9816 1.1022 -0.206
C -1.2269 0.1505 0.2313 0.322
O -2.4962 -0.2402 0.2392 -0.575
C -0.6261 -0.3298 -0.7768 -0.216
C -0.9935 -1.1843 -1.8592 0.004
C -0.2912 -1.5981 -3.0909 -0.105
C 1.1079 -1.8493 -3.0969 -0.155
C 1.6951 -2.2957 -4.1185 -0.260
C 1.0743 -3.0061 -5.1367 0.339
O 1.8453 -3.4332 -6.2448 -0.456
C 1.3262 -4.3681 -6.9334 0.273
C 1.4314 -4.3168 -8.3555 -0.251
C 1.1173 -5.2758 -9.2567 -0.161
C 0.4038 -6.4435 -8.5788 -0.202
C 0.2743 -6.4059 -7.3119 -0.263
C 0.6421 -5.4183 -6.4804 -0.240
C -0.5854 -2.6994 -5.2226 -0.197
C -1.0101 -2.2050 -3.9756 -0.168
C -1.2544 1.1978 2.4270 -0.068
C -0.9443 1.7844 3.5454 -0.243
N -0.4511 3.0645 6.0600 -0.511
H -3.7268 5.0299 9.0680 0.222
H -2.6076 3.4314 9.5447 0.217
H -1.8584 5.0286 9.6598 0.191
H -2.9718 3.6556 7.1041 0.217
H -2.1017 5.2390 7.0239 0.201
H -0.8508 2.6964 8.0770 0.173
H 0.9723 3.9174 8.5521 0.245
H -0.0941 5.4796 8.2699 0.240
H 1.7098 4.0519 3.9923 0.402
H 1.7205 3.3630 1.8931 0.233
H 0.7010 1.8048 -0.1103 0.200
H 0.7070 -0.2417 -0.7600 0.146
H -2.0157 -1.2282 -2.0131 0.204
H 1.7448 -1.4576 -2.2923 0.224
H 2.9813 -2.2552 -4.0870 0.217
H 2.0267 -3.6664 -8.7882 0.206
H 1.3271 -5.3811 -10.2178 0.206
H 0.1865 -7.4542 -9.1145 0.214
H -0.4441 -7.1434 -6.8996 0.212
H 0.2010 -5.5244 -5.3009 0.221
H -1.0759 -3.2841 -5.8821 0.210
H -1.8890 -2.1867 -4.0243 0.183
H -2.1695 0.2972 2.6699 0.200
H -1.3567 1.9541 4.3969 0.251
```

Summary:
Relative energy (zero: lowest compared OMol25 entry of this formula, charge and spin): 20.040 eV
Net charge: 0
LUMO level: -1.27 eV
HOMO level: -8.240 eV
HOMO-LUMO gap: 0.2562 hartree

=====

# 4
10 unconnected molecules or ions with the total composition C5H28O10, computed with ωB97M-V with the def2-TZVPD basis set.

The geometry in XYZ format:
```
43
Properties=species:S:1:pos:R:3:nbo_charge:R:1
C -3.0263 0.0236 0.1881 -0.624
C -2.0645 0.2477 -0.9912 -0.423
C -2.1949 1.6825 -1.4803 -0.371
C -2.0491 2.8004 -0.3648 -0.534
C -0.8624 2.4311 0.4546 0.467
O 0.2066 2.1360 -0.0362 -0.606
H -2.7018 0.4910 1.1158 0.207
H -3.2084 -1.0156 0.4472 0.200
H -4.0006 0.4182 -0.0976 0.214
H -1.0247 0.0342 -0.7588 0.218
H -2.3138 -0.4597 -1.7827 0.224
H -1.3827 1.9125 -2.1774 0.204
H -3.1003 1.8929 -2.0509 0.210
H -1.9939 3.7422 -0.9039 0.249
H -2.9665 2.7327 0.2084 0.223
H -1.0008 2.3323 1.5430 0.143
O 1.6236 -0.5944 1.1491 -0.970
H 1.9489 -0.8432 0.2735 0.488
H 1.0340 0.1545 0.9755 0.480
O -2.1560 -0.0545 3.5159 -0.973
H -1.9655 -0.6386 2.7604 0.482
H -1.8738 -0.5752 4.2736 0.471
O 1.9742 -1.0161 -3.3055 -0.959
H 1.6487 -0.4829 -2.5636 0.492
H 2.4400 -0.3980 -3.8783 0.481
O -0.2656 -2.4316 -0.5679 -1.000
H 0.7046 -2.4272 -0.6555 0.501
H -0.5792 -3.3295 -0.6859 0.479
O 2.2872 -2.9319 -1.3916 -0.994
H 2.3159 -2.4799 -2.2529 0.507
H 3.2026 -2.9340 -1.0702 0.495
O 1.9711 1.2508 3.8477 -0.950
H 1.1781 0.7927 4.1611 0.472
H 2.2872 0.7102 3.1151 0.478
O -1.3060 -2.2391 1.8444 -0.946
H -1.8592 -1.7807 1.1895 0.466
H -0.4482 -1.8426 1.6090 0.495
O 4.5445 -0.8047 -0.9502 -0.963
H 3.9285 -0.1344 -1.2967 0.490
H 4.5630 -0.5620 -0.0136 0.467
O 2.3050 1.0481 -1.1917 -0.989
H 1.9675 1.6492 -1.8627 0.490
H 2.2131 1.4930 -0.3418 0.511
```

Summary:
Relative energy (zero: lowest compared OMol25 entry of this formula, charge and spin): 0.000 eV
Net charge: 0
LUMO level: 0.04 eV
HOMO level: -10.527 eV
HOMO-LUMO gap: 0.3882 hartree

=====

# 5
2 unconnected molecules or ions with the total composition C2H4N, computed with ωB97M-V with the def2-TZVPD basis set.

The geometry in XYZ format:
```
7
Properties=species:S:1:pos:R:3:nbo_charge:R:1
C -0.8857 -0.0573 -1.0165 -0.152
C 0.9608 0.0399 1.1662 0.179
N -0.4855 -1.0449 -0.4824 0.033
H -1.6945 -0.3962 -1.6346 0.316
H -0.5584 0.9445 -1.0906 0.282
H 0.8614 -0.1609 2.2731 0.180
H 1.8019 0.6748 0.7849 0.162
```

Summary:
Relative energy (zero: lowest compared OMol25 entry of this formula, charge and spin): 6.213 eV
Net charge: +1
LUMO level (alpha / beta): -7.80 / -8.04 eV
HOMO level (alpha / beta): -15.904 / -16.534 eV
HOMO-LUMO gap (alpha / beta): 0.2978 / 0.3121 hartree

=====

# 6
C5H5NO in the gas phase, computed with ωB97M-V with the def2-TZVPD basis set.

The geometry in XYZ format:
```
12
Properties=species:S:1:pos:R:3:nbo_charge:R:1
N 2.6482 1.3038 0.4520 -0.295
C 1.9028 0.4371 0.2774 0.252
C 0.9106 -0.6492 0.1751 -0.016
O 0.0773 -0.5685 1.3563 -0.483
C -1.0642 -0.2635 0.5855 0.108
C -0.9352 0.8002 -0.4341 -0.452
C -0.2563 -0.4752 -0.7803 -0.258
H 1.4105 -1.6173 0.0961 0.232
H -2.0087 -0.4555 1.1099 0.215
H -1.8718 0.9243 -0.9712 0.234
H -0.3764 1.7089 -0.2523 0.226
H -0.4368 -1.1452 -1.6143 0.238
```

Summary:
Relative energy (zero: lowest compared OMol25 entry of this formula, charge and spin): 2.996 eV
Net charge: 0
LUMO level: 0.86 eV
HOMO level: -9.537 eV
HOMO-LUMO gap: 0.3820 hartree

=====

# 7
3 unconnected molecules or ions with the total composition C3H12O3S, computed with ωB97M-V with the def2-TZVPD basis set.

The geometry in XYZ format:
```
19
Properties=species:S:1:pos:R:3:nbo_charge:R:1
O 0.5776 -0.3256 -1.5513 -0.737
C 0.0386 -1.6388 -1.2893 -0.070
C -1.3313 -1.5491 -0.6072 -0.435
C -1.3258 -1.7030 0.9054 -0.525
S -0.4970 -0.3587 1.8061 -0.058
H 1.5207 -0.4002 -1.4503 0.484
H -0.1250 -2.1512 -2.2334 0.167
H 0.7965 -2.1419 -0.6719 0.165
H -1.7670 -0.6122 -0.9774 0.219
H -1.9421 -2.3411 -1.0475 0.212
H -0.7129 -2.6094 1.0795 0.201
H -2.3007 -2.0769 1.2179 0.221
H -0.1935 0.2704 0.6727 0.149
O 0.1545 3.2084 0.7510 -0.941
H -0.7726 3.3126 0.4898 0.472
H 0.1287 3.6347 1.6056 0.470
O 2.3921 1.6220 -1.6627 -0.944
H 3.1548 1.5210 -1.1013 0.463
H 1.7340 2.0242 -1.0919 0.487
```

Summary:
Relative energy (zero: lowest compared OMol25 entry of this formula, charge and spin): 0.700 eV
Net charge: 0
LUMO level: 0.56 eV
HOMO level: -8.847 eV
HOMO-LUMO gap: 0.3457 hartree

=====

# 8
A molecular structure, C20H43N2OP3Pt, computed with ωB97M-V with the def2-TZVPD basis set.

The geometry in XYZ format:
```
70
Properties=species:S:1:pos:R:3:mulliken_spin:R:1
Pt -0.2245 0.3307 0.0237 1.171
P 1.2039 0.8607 -1.6349 -0.038
P -1.8312 1.8074 -0.8977 0.015
P 1.1908 -0.8799 1.5173 0.004
H -2.7909 -0.7237 0.0865 0.015
C -1.9582 -0.8286 0.7786 0.484
C -1.7273 0.1993 1.7336 0.160
H -2.3811 1.0716 1.7296 -0.002
C 0.5787 -0.1741 -3.0189 0.069
C 1.3411 2.5168 -2.4211 0.022
C 2.9580 0.4852 -1.3083 0.049
C -3.5133 1.9955 -0.1826 0.006
C -1.2238 3.5409 -0.7675 0.006
C -2.2704 1.4658 -2.6395 -0.009
C 0.4485 -1.7097 2.9997 0.005
C 2.5847 0.0967 2.1775 0.026
C 2.1126 -2.3375 0.8546 0.015
H -1.6144 -1.8393 0.9912 0.024
H -1.2880 -0.0689 2.6903 -0.003
H 1.4392 -0.5353 -3.5895 0.004
H -0.0765 0.4183 -3.6744 0.004
H 0.0003 -1.0223 -2.6201 -0.028
H 2.0612 2.4560 -3.2490 0.003
H 1.7282 3.2328 -1.6870 -0.004
H 0.3959 2.8990 -2.8238 0.001
H 3.5239 0.5268 -2.2487 0.004
H 3.1182 -0.4911 -0.8379 -0.014
H 3.3567 1.2587 -0.6394 -0.001
H -4.1987 2.3594 -0.9617 0.002
H -3.4981 2.7249 0.6369 -0.003
H -3.8874 1.0426 0.1991 0.000
H -1.4042 4.0671 -1.7182 0.004
H -0.1546 3.5789 -0.5261 -0.003
H -1.7670 4.0582 0.0357 -0.004
H -3.1771 2.0247 -2.9013 0.002
H -2.4758 0.3947 -2.7438 0.001
H -1.4787 1.7427 -3.3378 -0.002
H 1.0611 -2.5847 3.2753 0.002
H -0.5712 -2.0546 2.7827 -0.002
H 0.4242 -1.0123 3.8504 -0.001
H 3.0023 -0.4186 3.0524 0.001
H 2.1829 1.0779 2.4581 -0.003
H 3.3448 0.2121 1.3924 -0.004
H 2.3096 -3.0651 1.6592 0.000
H 3.0671 -2.0686 0.3804 -0.004
H 1.4230 -2.7688 0.1236 -0.016
C 0.2256 -4.4317 -1.8384 0.307
C 0.1707 -4.8382 -3.1807 0.047
C -0.2307 -6.1482 -3.4661 0.130
C -0.4647 -7.0733 -2.4431 0.244
C -0.2983 -6.6845 -1.1151 0.112
C 0.0329 -5.3635 -0.8079 0.055
O 0.2992 -3.0860 -1.5128 0.129
H 1.0229 -2.6392 -2.0035 0.006
H 0.4076 -4.1292 -3.9766 -0.002
H -0.3573 -6.4695 -4.4982 0.008
H -0.7722 -8.1014 -2.6557 -0.003
H -0.4292 -7.4079 -0.3093 0.006
H 0.1663 -5.0360 0.2195 0.002
C -0.3667 5.4180 2.7811 -0.004
N -0.0041 4.1093 3.3003 0.551
C 0.0078 3.9190 4.7510 -0.004
C 0.1673 3.0821 2.5117 -0.104
N 0.4186 2.1246 1.8730 0.412
H -0.4368 6.1023 3.6201 0.005
H -1.3184 5.3734 2.2519 0.040
H 0.3886 5.7750 2.0833 0.032
H -0.7464 3.1814 5.0767 0.038
H 0.9884 3.5803 5.1226 0.036
H -0.2157 4.8815 5.2165 0.004
```

Summary:
Relative energy (zero: lowest compared OMol25 entry of this formula, charge and spin): 2.788 eV
Net charge: +4
⟨S²⟩: 6.045
LUMO level (alpha / beta): -10.86 / -15.61 eV
HOMO level (alpha / beta): -16.641 / -20.485 eV
HOMO-LUMO gap (alpha / beta): 0.2125 / 0.1793 hartree
Spin multiplicity: 5